Entry 1:
Formula: C13H27AlBCaNO7P
Source: OMol25
Level of theory: the ωB97M-V functional and the def2-TZVPD basis

Its net charge is +1.

Atoms and positions in Å:
1 Ca 2.887590 1.000979 -1.970125
2 P -0.193519 3.237002 0.358254
3 Al -1.751843 1.710814 -0.610873
4 O 4.299213 -3.163085 0.855828
5 O -4.700044 2.250030 -1.054366
6 O -2.444735 -2.846227 -2.898054
7 O -0.385215 3.142931 2.020500
8 O 4.171189 -1.203934 -0.123441
9 O -3.345898 4.225141 -1.384970
10 O -2.760099 -0.764590 -2.265274
11 N 1.490676 2.693104 -0.027016
12 C 1.810129 -0.486120 0.023080
13 C 1.135798 -1.183734 1.190775
14 C 3.313134 -0.176687 0.245344
15 C -2.323319 0.333317 0.789453
16 C -1.200617 -0.394132 1.601337
17 C 5.122943 -1.583103 2.244424
18 C -3.581239 -2.617957 -0.899055
19 C -0.974840 0.949366 -2.381906
20 C -2.863559 -2.094466 -2.114986
21 C -1.555026 -0.389905 -2.896988
22 C 4.257425 -1.322188 3.292829
23 C -0.376815 -1.358570 0.778914
24 C 4.513375 -2.054272 0.956055
25 B -3.476601 2.874442 -1.091002
26 H 6.180182 -1.406855 2.363568
27 H 0.312194 3.655747 2.436702
28 H -0.780620 -1.152270 -2.857622
29 H 1.619853 -1.070335 -0.886916
30 H -2.873905 0.870988 1.563348
31 H -2.927710 -2.515110 -0.043050
32 H -5.122546 2.420421 -1.904933
33 H -3.013108 -0.399797 0.388116
34 H -1.785913 -0.258523 -3.950748
35 H 3.440809 0.182885 1.260275
36 H -1.729823 -0.961443 2.367989
37 H 1.300913 0.480743 -0.010096
38 H -3.901353 -3.627171 -1.073188
39 H -4.415798 -1.946921 -0.717722
40 H 1.585574 -2.123975 1.476347
41 H 0.118282 0.831673 -2.375502
42 H -0.524508 -1.214902 -0.285920
43 H 3.711070 -0.387130 3.331972
44 H -2.638130 4.309747 -2.019109
45 H -0.585899 0.323003 2.138794
46 H 3.582177 0.702670 -0.399297
47 H 1.169269 -0.442420 1.978489
48 H -1.186456 1.695049 -3.148967
49 H 1.847668 2.220084 0.805533
50 H 2.071779 3.514338 -0.098914
51 H -0.622602 -2.396620 0.975733
52 H 4.100501 -2.082033 4.046380

Atoms 1-3, force components in eV/Å:
Ca -2.800 0.723 -1.659
P -0.703 1.234 -0.581
Al -0.950 -1.552 0.343

Atomic partial charges in e from the Löwdin method, atoms 1 to 6:
1 Ca 1.61
2 P 0.77
3 Al 0.34
4 O 0.26
5 O 0.10
6 O 0.15

***

Entry 2:
Formula: C13H27AsF3N2O3S
Source: OMol25
Level of theory: the ωB97M-V functional and the def2-TZVPD basis

Its net charge is -1.

Atoms and positions in Å:
1 As -1.194363 0.599299 4.323445
2 S -0.883169 4.075151 -0.487969
3 F -2.138370 -3.118557 0.863472
4 F -4.201406 -2.219043 1.531469
5 F -3.174307 -1.519829 -0.363077
6 O 1.362227 2.630829 -1.481634
7 O -0.789769 -0.725284 1.198288
8 O 3.705315 -1.521332 -3.094724
9 N 0.635963 1.864707 -3.583302
10 N -0.374006 2.603723 -3.020307
11 C -2.049690 -1.009767 3.359239
12 C 4.748611 -2.276608 -3.690010
13 C -2.492318 3.134437 3.185161
14 C 4.673286 -2.323923 -5.207455
15 C 2.379268 -1.983825 -3.325803
16 C -2.803151 1.783081 3.982095
17 C -2.923689 -1.929910 0.992484
18 C -1.169983 2.797267 0.872916
19 C -2.127516 -0.782833 1.761785
20 C -2.599421 3.016924 1.584972
21 C 0.044686 3.071892 -1.750303
22 C 2.121657 -3.382163 -2.791581
23 C 1.702619 1.884696 -2.630441
24 H 1.716163 -1.285794 -2.807563
25 H 2.391989 -3.447760 -1.734724
26 H 2.714229 -4.130790 -3.327065
27 H -1.338188 -1.911560 3.496304
28 H -3.054728 -1.306918 3.814825
29 H -1.187008 1.764908 0.372927
30 H -3.186947 2.106232 5.024711
31 H -3.311521 3.887801 3.496764
32 H -3.386023 2.268680 1.227651
33 H 1.068708 -3.646234 -2.905805
34 H -2.699583 0.193840 1.603799
35 H 2.668820 1.314983 -2.854980
36 H -1.794613 0.026714 5.674885
37 H -2.972228 4.048154 1.217523
38 H -3.677468 1.172649 3.533398
39 H -0.324829 2.830679 1.629245
40 H -0.134235 -0.852826 1.913715
41 H -0.567052 1.150103 3.006457
42 H 2.132644 -1.915768 -4.390671
43 H 5.683803 -1.787275 -3.402871
44 H 4.780942 -3.283544 -3.264679
45 H -0.554423 1.751641 5.191657
46 H 5.551692 -2.828532 -5.616430
47 H 4.620354 -1.314985 -5.622018
48 H 0.118264 -0.237433 4.594286
49 H -1.498785 3.628000 3.448193
50 H 3.787552 -2.863902 -5.548257

Atoms 1-3, force components in eV/Å:
As 0.130 0.078 0.898
S 0.958 -1.855 -1.036
F -2.250 2.341 0.571

Atomic partial charges in e from the Löwdin method, atoms 1 to 6:
1 As 0.51
2 S 0.86
3 F 0.04
4 F 0.06
5 F 0.03
6 O -0.04

***

HOMO-LUMO gap for every record listed, in sequence, given in eV: 3.353 6.430.
HOMO energy for every record listed, in sequence, given in hartree: -0.347 -0.145.
E_tot for every record listed, in sequence, given in a.u.: -2378.795484 -3780.061471.